[1]
# C3H6FNS

2 unconnected molecules or ions with the total composition C3H6FNS (ωB97M-V/def2-TZVPD, the OMol25 dataset).

Values from the calculation:
E_tot: -670.60272 Ha
SMILES: C=CF.C=NS
charge: 0

Geometry as XYZ:
```
12
C3H6FNS ωB97M-V/def2-TZVPD
C 1.27971 -1.20605 -0.10269
C 1.53341 -0.06114 -0.66564
F 2.22703 0.89056 0.04016
H 0.81832 -2.13180 -0.37148
H 1.32716 -1.16324 0.94413
H 1.34716 0.20385 -1.69977
C -0.60653 1.39860 0.32974
N -1.24239 0.68739 -0.47619
S -2.59626 -0.09623 -0.05059
H 0.24501 1.98294 0.03087
H -0.82042 1.34398 1.32134
H -3.04428 -0.14888 -1.25094
```

These are the natural (NBO) partial charges, in e, on atoms 1 to 2:
1. C -0.505
2. C 0.245

---

[2]
# C3H6IN2

2 unconnected molecules or ions with the total composition C3H6IN2 (ωB97M-V/def2-TZVPD, the OMol25 dataset).

Values from the calculation:
E_tot: -524.66045 Ha
charge: +1

Geometry as XYZ:
```
12
C3H6IN2 ωB97M-V/def2-TZVPD
C -2.49810 -1.09648 -0.23581
C 1.12363 -0.02227 0.00222
C -0.19899 -0.11152 0.08490
N -2.33385 -2.30953 -0.33297
N 1.93708 1.28194 0.25958
I -4.00413 0.18021 -0.09406
H 1.80558 -0.73428 -0.32484
H -0.79751 0.69599 0.31881
H -1.45030 -2.61765 -0.55387
H 2.70385 0.96415 0.74695
H 1.37563 1.97992 0.77506
H 2.33710 1.78952 -0.64597
```

These are the natural (NBO) partial charges, in e, on atoms 1 to 2:
1. C 0.202
2. C -0.192

---

[3]
# C3H6IN2O

A gas-phase ion, C3H6IN2O (charge +1) (ωB97M-V/def2-TZVPD, the OMol25 dataset).

Values from the calculation:
E_tot: -599.92658 Ha
charge: +1

Geometry as XYZ:
```
13
C3H6IN2O ωB97M-V/def2-TZVPD
C -0.13545 -0.27022 -1.01183
C -1.57579 -0.35559 0.76472
C 0.60793 0.70958 1.06895
N 0.87009 0.17963 -0.22670
N -1.35347 -0.44616 -0.58064
O 1.92457 0.70764 -0.86458
I 1.43769 2.53330 1.27760
H 0.15286 -0.39037 -2.05393
H -1.06947 -1.01433 1.40824
H -2.45088 0.13949 1.04312
H 0.66476 0.20972 2.02925
H -2.13844 -0.60244 -1.28408
H 2.61018 0.10982 -0.76403
```

These are the natural (NBO) partial charges, in e, on atoms 1 to 2:
1. C 0.295
2. C -0.149

---

[4]
# C3H6IN4

A gas-phase ion, C3H6IN4 (charge +1) (ωB97M-V/def2-TZVPD, the OMol25 dataset).

Values from the calculation:
E_tot: -634.18752 Ha
charge: +1

Geometry as XYZ:
```
14
C3H6IN4 ωB97M-V/def2-TZVPD
C 1.01304 -0.93099 0.78429
C -0.52387 0.17471 -1.02373
C -1.20281 -0.61509 -0.09380
N 1.60939 -1.19595 -0.25127
N 1.20184 -1.45143 -1.43200
N 0.43631 -0.52601 -1.88993
N 1.17709 -0.33076 1.87203
I -1.94189 -2.53127 -0.50804
H -1.16370 0.53622 -1.75573
H -0.11350 1.06119 -0.62352
H -1.56529 -0.08889 0.77598
H 0.15159 -0.62863 -2.80524
H 0.55749 -0.50269 2.64825
H 1.93823 0.31459 1.94449
```

These are the natural (NBO) partial charges, in e, on atoms 1 to 2:
1. C 0.501
2. C -0.418

---

[5]
# C3H6IN4

A gas-phase ion, C3H6IN4 (charge +1) (ωB97M-V/def2-TZVPD, the OMol25 dataset).

Values from the calculation:
E_tot: -634.22371 Ha
charge: +1

Geometry as XYZ:
```
14
C3H6IN4 ωB97M-V/def2-TZVPD
C -0.85608 1.07583 -1.33306
C -0.07628 -0.62056 0.01342
C 0.84077 -0.84359 1.13666
N -0.56393 -1.46157 -0.79488
N -1.29362 -1.21049 -1.78802
N -1.16671 0.15895 -2.16094
N -0.63739 0.66979 -0.03740
I 0.42524 -3.75506 -0.96171
H -0.63892 2.01288 -1.75533
H 1.75411 -1.36813 0.97179
H 0.21141 -1.66142 1.58246
H 1.07244 0.05331 1.78536
H -1.52575 0.30097 -3.19796
H -0.66726 1.23736 0.77754
```

These are the natural (NBO) partial charges, in e, on atoms 1 to 2:
1. C 0.355
2. C 0.455

---

[6]
# C3H6IN4

A gas-phase ion, C3H6IN4 (charge +1) (ωB97M-V/def2-TZVPD, the OMol25 dataset).

Values from the calculation:
E_tot: -634.27701 Ha
SMILES: C[C@@]1(I)N=N[NH+]=CN1
charge: +1

Geometry as XYZ:
```
14
C3H6IN4 ωB97M-V/def2-TZVPD
C -0.05165 1.66392 0.90406
C 0.59437 0.42323 0.31254
I 2.75924 0.61698 -0.20487
N 0.51158 -0.54137 1.27241
N -0.03960 -1.60888 1.10900
N -0.59447 -1.96916 -0.13495
C -0.55715 -1.11195 -1.09905
N -0.10979 0.08427 -1.00880
H -0.15217 2.47662 0.16758
H 0.78737 2.24044 1.36915
H -0.94290 1.28366 1.40738
H -0.95434 -2.92287 -0.20931
H -0.98715 -1.43696 -2.06956
H -0.26334 0.80206 -1.81559
```

These are the natural (NBO) partial charges, in e, on atoms 1 to 2:
1. C -0.680
2. C 0.162